[1]
Here is 2 unconnected molecules or ions with the total composition C2H9N2O from OMol25. Energies are from ωB97M-V/def2-TZVPD.

Each line ends with the Mulliken charge.
Cartesian coordinates (Å):
C  2.5736  0.5610  -0.6756  -0.68
N  1.2334  -0.2439  -0.9370  -0.39
H  2.5169  1.5243  -1.2312  0.33
H  3.4714  -0.0686  -1.0592  0.30
H  2.6196  0.7177  0.3793  0.32
H  0.9168  -0.8309  -0.1179  0.40
H  0.5387  0.5291  -0.9651  0.37
H  1.2288  -0.8346  -1.8283  0.36
C  -1.9166  -0.2497  1.0959  0.19
N  -3.2204  -0.3167  1.0836  -0.30
O  -1.0516  -0.9914  0.5873  -0.66
H  -1.5347  0.6222  1.6681  0.26
H  -3.7016  0.4381  1.6001  0.27
H  -3.6744  -0.8564  0.3998  0.25

The calculated total energy is -266.108936 Ha. The value obtained for the relative energy (zero: lowest compared OMol25 entry of this formula, charge and spin) is 1.163 eV. As for the total charge: +1. The gap between HOMO and LUMO is 10.55 eV. The calculation puts the HOMO energy at -14.0 eV.



[2]
Here is C2H9N2OP in the gas phase from OMol25. Energies are from ωB97M-V/def2-TZVPD.

Each line ends with the Mulliken charge.
Cartesian coordinates (Å):
C  -2.4592  0.4559  -0.5923  -0.80
N  -1.4523  -0.0445  0.3268  -0.26
P  -0.2110  -1.0331  -0.2512  -0.07
N  1.1252  -0.5016  0.7174  -0.29
C  2.0100  0.5610  0.2950  -0.39
O  3.0791  0.2024  -0.5565  -0.52
H  -2.8974  1.3727  -0.1945  0.28
H  -1.9763  0.6825  -1.5421  0.30
H  -3.2666  -0.2613  -0.7796  0.28
H  -1.8134  -0.2314  1.2547  0.27
H  -0.3859  -2.1677  0.5716  0.02
H  1.6510  -1.2696  1.1229  0.28
H  2.4909  0.9682  1.1925  0.28
H  1.3835  1.3424  -0.1576  0.31
H  2.7223  -0.0758  -1.4071  0.31

The calculated total energy is -607.692317 Ha. The value obtained for the relative energy (zero: lowest compared OMol25 entry of this formula, charge and spin) is 1.202 eV. As for the total charge: 0. The gap between HOMO and LUMO is 9.57 eV. The calculation puts the HOMO energy at -8.5 eV.



[3]
Here is a molecular structure, C2H9N2S from OMol25. Energies are from ωB97M-V/def2-TZVPD.

Each line ends with the Mulliken charge.
Cartesian coordinates (Å):
C  -1.3000  0.1733  -0.1981  -1.51
C  0.0015  -0.5318  0.1372  0.67
N  0.4785  -1.4297  -0.7112  -0.38
N  0.9997  0.9991  -0.1552  -0.58
S  0.2505  -0.9283  1.8931  -0.12
H  -1.7913  0.7625  0.5458  0.46
H  -2.1946  -0.6502  -0.3236  0.31
H  -1.3932  0.7001  -1.0561  0.51
H  0.0004  -1.5159  -1.6105  0.27
H  1.1787  -1.9612  -0.2697  0.20
H  0.6048  1.9441  -0.2322  0.32
H  1.6704  1.2016  0.5926  0.36
H  1.5853  0.9590  -0.9825  0.32
H  -0.0908  0.2774  2.3704  0.17

The calculated total energy is -589.010942 Ha. The value obtained for the relative energy (zero: lowest compared OMol25 entry of this formula, charge and spin) is 1.603 eV. As for the total charge: +1. The gap between HOMO and LUMO is 11.07 eV. The calculation puts the HOMO energy at -14.4 eV.